No. 1
The following is a DFT calculation (ωB97M-V/def2-TZVPD) of a cluster of 2 separate species, C9H16N3O in total.

## Properties
multiplicity: 1
largest force on an atom: 3.625 eV Å⁻¹
net charge: +1
Kohn-Sham gap: 0.198 hartree

```
29
C9H16N3O ωB97M-V/def2-TZVPD
C -3.06631 0.02362 -1.05967
C 0.34458 -0.09319 -0.89699
H -4.53215 -1.23971 1.30577
C -3.17402 0.60492 0.95606
H 1.45996 3.12168 -0.35354
H -0.45833 1.96972 1.07366
C 1.43612 1.94724 -0.29111
H -3.00880 1.00718 1.98123
C 0.97286 1.11513 -1.55482
H 2.41320 1.70205 0.02929
N -2.65734 0.96535 -0.22464
H -0.79237 -1.28975 1.59985
O -3.72704 -1.00612 -0.48067
N -3.74405 -0.61679 0.86783
C 1.03968 -1.40292 -0.96031
C 0.17034 -0.95285 1.30085
N 0.19695 0.13001 0.49503
H 0.30696 1.69625 -2.17659
H 0.61170 -1.96967 -1.70711
H 0.28708 -3.04338 0.17198
C 0.54707 1.47207 0.89848
H 0.68096 -0.71319 2.24909
C 0.75448 -2.12016 0.38307
H 1.74979 -2.35632 0.64890
H 0.97225 1.61735 1.93157
H 2.07933 -1.27122 -1.04820
H -2.80156 -0.02987 -2.06920
H 1.80684 0.82563 -2.22388
H -0.64964 -0.16681 -1.30892
```

Results of the Mulliken charge analysis, in e, for atoms 1 through 8:
1 C 0.033
2 C 1.207
3 H 0.354
4 C -0.039
5 H 0.360
6 H 0.200
7 C -0.621
8 H 0.359

***

No. 2
The following is a DFT calculation (ωB97M-V/def2-TZVPD) of a cluster of 2 separate species, CH4N3S in total.

## Properties
multiplicity: 1
largest force on an atom: 2.535 eV Å⁻¹
net charge: +1
Kohn-Sham gap (alpha / beta): 0.292 / 0.292 hartree

```
9
CH4N3S ωB97M-V/def2-TZVPD
H 0.96357 -1.24307 -1.17267
H 0.69289 0.26058 -2.11965
N -1.85876 -0.96116 1.47554
H 1.69261 2.13626 -0.04218
S 1.37256 0.81837 0.44359
N -0.90475 -1.15844 0.92070
H -2.61826 -0.23742 1.83223
N -0.14215 0.50698 -0.22539
C 0.80228 -0.12210 -1.11217
```

Results of the Mulliken charge analysis, in e, for atoms 1 through 8:
1 H 0.287
2 H 0.286
3 N -0.064
4 H 0.246
5 S 0.108
6 N 0.255
7 H 0.420
8 N -0.386

***

No. 3
The following is a DFT calculation (ωB97M-V/def2-TZVPD) of a cluster of 18 separate species, H37O18 in total.

## Properties
multiplicity: 2
largest force on an atom: 2.833 eV Å⁻¹
net charge: +2
Kohn-Sham gap (alpha / beta): 0.366 / 0.084 hartree
expectation value of S²: 0.758

```
55
H37O18 ωB97M-V/def2-TZVPD
H 0.32985 -3.94804 -1.06594
H 2.28629 -0.95716 1.34576
H 3.21629 0.79105 -1.06446
H 5.41775 -3.10146 -1.93929
H 1.26918 3.45084 -0.39201
O -2.54906 -2.11942 1.69110
O 0.98398 2.25617 3.31588
O 1.53330 -2.43217 -1.69642
O -4.82182 -0.22000 -0.98427
H 0.26418 1.45312 -6.34447
O -2.59532 1.85643 -0.29775
H -0.18958 1.77123 -3.11764
O -5.35461 -1.72916 1.33702
O 1.26354 4.87791 -1.53484
O 4.80788 -2.54332 -1.45430
O -0.31417 -0.40634 1.33774
H 5.12541 -2.34414 -0.57416
O 0.70056 1.31038 -5.49968
H 0.65980 5.49053 -1.10460
H 2.12620 -2.92095 -2.28954
H 2.34746 2.52155 0.25732
H 0.16397 0.91203 -1.49782
H 0.78548 1.58520 -0.18274
H 0.41180 2.91688 3.69735
H 3.75183 -1.65462 1.85850
H 0.41188 -2.13191 4.44312
O -0.58923 1.02332 -2.64840
H -1.43075 1.00393 3.56707
H -0.83591 2.10373 2.87527
H -5.61199 -2.37987 0.67423
H -0.05809 -2.20673 5.83443
H 4.32751 1.54854 -0.33547
O -1.57828 1.46531 2.72798
H -3.45998 -1.80031 1.59769
H -6.19799 -1.29010 1.49307
O 0.69444 0.61178 -0.58567
H 1.60299 1.05499 -5.71330
H 1.96418 -2.38817 -0.82094
H -0.80058 -1.24520 1.36021
O -0.28081 -2.55802 4.96150
H 1.30507 2.35123 2.41698
H -1.00350 0.18973 1.76322
H -2.42094 -3.02817 1.95413
H -4.35035 0.52442 -1.39365
O 3.13795 -1.34510 1.19910
H -3.06805 2.51084 0.21503
O 0.10009 -4.84761 -1.38546
H -2.98335 0.98213 -0.28293
H -0.31178 -4.90191 -2.27133
O 1.41022 2.83680 0.35831
H 1.14794 4.99351 -2.48068
H -5.46258 -0.30406 -1.70708
O 3.43398 1.64458 -0.68203
H -0.44796 0.24359 -3.18344
H 0.09987 0.04075 0.09522
```

Results of the Mulliken charge analysis, in e, for atoms 1 through 8:
1 H 0.447
2 H 0.279
3 H 0.266
4 H 0.307
5 H 0.385
6 O -0.553
7 O -0.737
8 O -0.569

***

No. 4
The following is a DFT calculation (ωB97M-V/def2-TZVPD) of an isolated molecule of C6H9N.

## Properties
multiplicity: 1
largest force on an atom: 0.380 eV Å⁻¹
SMILES: C/N=C/[C@@H]1C=CC1
Kohn-Sham gap: 0.380 hartree

```
16
C6H9N ωB97M-V/def2-TZVPD
C 0.33483 -0.45519 0.85839
H -0.68610 1.71648 -0.03284
H 2.67494 1.21043 0.24728
C 2.53170 0.12392 0.27881
N 1.15085 -0.11174 -0.04077
H -1.42785 -2.05500 -1.15671
C -1.49762 0.15948 -1.43465
H -1.76396 -0.70523 1.40075
H -1.49632 0.46501 -2.47595
H 3.17470 -0.30278 -0.49668
C -1.46587 0.95788 -0.15071
C -1.14931 -0.41930 0.53918
H -2.43739 1.37790 0.12964
H 2.84501 -0.24390 1.26780
C -1.43561 -1.02225 -0.82173
H 0.64800 -0.69569 1.88818
```

Results of the Mulliken charge analysis, in e, for atoms 1 through 8:
1 C -0.322
2 H 0.252
3 H 0.250
4 C -0.764
5 N -0.313
6 H 0.391
7 C -0.310
8 H 0.408

***

No. 5
The following is a DFT calculation (ωB97M-V/def2-TZVPD) of a cluster of 2 separate species, C2H4ClNO2 in total.

## Properties
multiplicity: 1
largest force on an atom: 1.965 eV Å⁻¹
Kohn-Sham gap (alpha / beta): 0.310 / 0.307 hartree

```
10
C2H4ClNO2 ωB97M-V/def2-TZVPD
O -2.09672 -0.94066 -0.93469
C 1.47879 1.27307 -0.18733
H -2.22882 0.41603 0.69312
H -2.41252 -1.15473 1.16398
H 0.87732 2.14975 0.11456
H 2.46819 1.08173 -0.68509
C -2.23380 -0.60135 0.20908
N 0.94564 -1.03822 0.05174
Cl 2.40951 -1.43490 -0.61447
O 0.79241 0.24927 0.18908
```

Results of the Mulliken charge analysis, in e, for atoms 1 through 8:
1 O -0.405
2 C -0.196
3 H 0.170
4 H 0.215
5 H 0.273
6 H 0.202
7 C 0.014
8 N -0.076

***

No. 6
The following is a DFT calculation (ωB97M-V/def2-TZVPD) of a structure of composition C18H27BrNO4P2Pr.

## Properties
multiplicity: 3
largest force on an atom: 4.136 eV Å⁻¹
net charge: +2
Kohn-Sham gap (alpha / beta): 0.170 / 0.201 hartree
expectation value of S²: 2.201

```
54
C18H27BrNO4P2Pr ωB97M-V/def2-TZVPD
H -4.75099 -1.46879 1.26769
H -3.24918 -2.36911 1.81656
O 0.97398 1.52562 1.06921
H -3.61893 -0.72392 2.47230
C -2.37692 -1.91819 -3.50205
H 1.00950 0.27270 3.46319
H 3.20513 1.96836 -2.18551
C 1.42122 3.32914 5.32615
O 0.25280 0.16894 2.71897
C 1.53175 2.35036 4.34879
O 2.53234 -2.77990 1.33186
H -0.00716 -0.56182 -5.47530
H -1.46038 -3.56530 -0.08699
C -1.77130 -1.51117 -4.66501
H -2.28251 -1.67595 -5.62028
C 0.59824 2.42696 3.30053
H -3.65880 0.57217 -1.69576
C 3.67302 1.02304 -1.86711
H 2.92546 -1.96123 1.74675
H 0.48002 5.22333 5.91997
H 1.96746 3.26589 6.25838
C -3.95094 0.56048 -0.62745
Br 2.63400 0.76673 4.44900
C 1.48080 -0.03667 -3.33028
H -3.25061 -2.60174 -1.09625
C 3.42529 -1.75359 -2.22216
H -3.90758 1.55628 -0.18008
H 4.50040 0.77100 -2.55158
P 2.43688 -0.32097 -1.75597
P -2.66039 -0.49223 0.21845
H -4.93941 0.07036 -0.54167
Pr 0.38417 -0.64538 0.22357
C 0.60979 1.41038 2.26010
C -0.21583 4.54919 4.00438
C -0.14588 3.57786 3.02231
H -3.35322 -2.40431 -3.47816
H -0.07429 -4.01443 -0.34653
H 2.07454 -0.43344 -4.17990
H -0.76781 3.52840 2.13313
H -0.91205 5.36131 3.85690
H 2.78535 -2.59152 -2.50117
N -0.55954 -0.95968 -2.14584
O -0.56543 -3.28198 0.05901
C 0.09420 -0.68371 -3.33419
H 4.08144 1.15212 -0.85250
C -2.88675 -1.54833 -1.22641
H 4.00482 -2.04046 -1.34222
H 1.38079 1.06007 -3.48044
C -1.87681 -1.47670 -2.23821
H 2.33462 -3.30280 2.14003
C -0.52630 -0.88832 -4.56834
H 4.11030 -1.54083 -3.04490
C -3.68164 -1.36994 1.56667
C 0.54234 4.43172 5.16838
```

Results of the Mulliken charge analysis, in e, for atoms 1 through 8:
1 H 0.383
2 H 0.300
3 O -0.643
4 H 0.364
5 C -1.043
6 H 0.253
7 H 0.386
8 C -0.402

***

No. 7
The following is a DFT calculation (ωB97M-V/def2-TZVPD) of a cluster of 2 separate species, C3H6NO3S in total.

## Properties
multiplicity: 1
largest force on an atom: 3.935 eV Å⁻¹
net charge: -1
Kohn-Sham gap: 0.286 hartree

```
14
C3H6NO3S ωB97M-V/def2-TZVPD
N -1.15835 0.64406 -0.50707
C 0.95275 -0.43388 0.38873
C 1.72196 0.79705 0.82520
H 2.47448 0.50131 1.63376
O 0.30556 -1.20820 1.09024
H -0.54685 -1.66549 -0.88040
S 1.24923 -0.81652 -1.35365
H -1.57681 1.33251 0.06694
H 2.33992 1.06721 -0.04348
H 1.02420 1.61654 1.03813
O -1.50620 -1.59210 -1.05968
C -1.97289 -0.40002 -0.55393
H -0.14725 0.49290 -0.44128
O -3.15977 -0.33537 -0.20351
```

Results of the Mulliken charge analysis, in e, for atoms 1 through 8:
1 N -0.423
2 C 0.212
3 C -0.977
4 H 0.287
5 O -0.624
6 H 0.364
7 S -0.490
8 H 0.242

***

No. 8
The following is a DFT calculation (ωB97M-V/def2-TZVPD) of a structure of composition C58H42CuFGeN2P3S2.

## Properties
multiplicity: 2
largest force on an atom: 3.293 eV Å⁻¹
Kohn-Sham gap (alpha / beta): 0.217 / 0.165 hartree
expectation value of S²: 0.756

```
110
C58H42CuFGeN2P3S2 ωB97M-V/def2-TZVPD
H -25.74646 4.80874 5.83672
H -21.46642 0.75404 13.95095
C -15.41353 0.96037 4.32648
C -19.97177 6.07729 7.37937
C -22.62918 -3.19244 9.12232
C -22.11984 5.55293 9.04505
C -25.51904 2.90624 4.89130
H -25.42483 0.71502 4.60877
H -20.18924 8.11860 7.87916
C -22.77641 -0.04081 3.95065
C -20.34181 4.78883 4.78643
C -17.69376 -3.18699 9.69764
H -24.54915 4.34117 7.74218
C -16.11078 1.87437 9.94479
C -20.59047 7.11969 8.01597
H -29.09443 -2.79893 5.71350
N -20.90572 5.79757 4.65189
C -25.75436 -2.22883 5.22312
C -18.85864 2.78193 4.42035
H -16.79662 -0.72739 4.12517
H -21.65003 -0.95694 12.17402
P -23.91172 -0.49700 6.57775
P -19.41088 3.41507 6.98917
C -24.99043 -2.03631 9.95271
H -28.70660 -0.92194 7.34899
P -21.08235 -0.86706 9.39771
H -21.44835 3.83206 10.96831
C -21.51845 0.09877 11.90716
H -14.35932 2.79050 4.80064
H -27.10990 -3.57733 4.32673
C -22.61531 -1.82918 9.45924
H -22.79655 -2.96231 5.67352
C -17.93799 2.99718 8.08818
H -14.81878 3.45895 9.40229
F -23.72923 3.31734 9.68785
C -23.01992 -0.92905 5.01724
N -19.69233 2.01498 2.12084
C -19.38390 2.45283 3.14767
C -17.71910 2.24659 4.97710
H -17.35583 -4.89877 10.93199
C -16.50691 2.95507 5.02392
C -23.95313 2.30894 7.22385
C -23.80300 -3.95983 9.11785
C -28.10617 -2.36348 5.79833
C -21.41118 2.42565 12.59577
C -15.75805 3.01539 9.22640
C -24.58559 3.52211 7.02533
H -21.66542 -3.62573 8.82759
C -21.68839 6.85621 8.83654
C -27.03177 -2.81241 5.06502
H -23.71878 -4.99938 8.80601
H -25.93657 -3.93499 9.52218
H -22.90769 5.35175 9.75389
C -17.99593 -4.02709 10.74510
H -23.82138 -0.25727 10.28472
H -21.75079 -2.20574 1.53156
S -20.84877 1.89384 6.94120
C -21.49829 4.46525 8.43805
C -20.35760 4.74817 7.71422
H -18.33290 -1.53866 8.48551
C -21.38110 0.47836 10.55412
C -25.52607 -1.27120 6.22460
C -25.16873 1.53325 5.26689
H -22.27351 7.70904 9.24190
Cu -20.11716 -0.06239 7.54234
C -19.14274 -3.85048 11.50882
C -20.05072 -2.81950 11.14025
C -16.64892 3.48801 8.22806
H -17.19345 0.68064 6.47252
H -15.32415 1.38686 10.55620
H -23.04697 1.02818 4.02285
C -22.18766 -0.51480 2.77740
C -19.76782 -1.96090 10.07911
C -22.04801 -1.87581 2.51951
Ge -22.43765 2.68483 8.60165
H -17.73934 0.45774 10.31115
C -16.57913 0.28498 4.52034
C -17.43656 1.38048 9.84208
H -25.86711 3.22620 3.90963
C -18.56810 -2.11569 9.36045
H -16.23351 4.17349 7.48306
C -25.35311 3.81119 5.89878
H -16.75140 -3.23986 9.18484
C -18.36964 2.08901 9.08885
C -24.34331 1.26468 6.35549
C -23.84090 -1.28046 9.89342
H -22.41105 -3.84386 3.36406
C -22.34580 -2.75920 3.55784
H -16.57350 4.00570 5.24742
H -26.51656 0.00310 7.62866
H -21.85163 0.21049 2.06587
C -22.62451 -2.25235 4.85549
C -27.90170 -1.37942 6.77477
H -19.44288 -4.52902 12.33521
H -24.96454 -2.53482 4.55627
H -21.42048 3.24161 13.29463
H -19.23189 6.22213 6.57106
C -26.64580 -0.83524 6.94380
S -19.20246 -0.15408 5.45641
H -19.43648 1.90359 9.26858
C -17.60041 0.80277 5.48640
C -21.46104 1.08480 12.91465
C -25.02733 -3.38665 9.56911
C -21.49109 2.79431 11.24493
H -25.89812 -1.49554 10.24072
C -19.47505 3.72182 5.22024
C -15.33567 2.31782 4.73543
H -14.49870 0.54696 3.90300
C -21.60195 1.85127 10.24137
H -21.01855 -2.74068 11.64866
```

Results of the Mulliken charge analysis, in e, for atoms 1 through 8:
1 H 0.443
2 H 0.414
3 C -0.414
4 C -1.016
5 C -0.673
6 C 0.078
7 C -1.176
8 H 0.613

***

Which value of multiplicity does entry 7 give?
1

***

What is the largest force on an atom in the second record?
2.535 eV Å⁻¹

***

Which of these has the highest multiplicity?
C18H27BrNO4P2Pr